A cluster of 6 separate species, C36H38F40IN2O5P in total, computed with ωB97M-V/def2-TZVPD.

Element x y z (Å)
F: 3.99 -2.26 3.70
C: 3.05 -1.53 4.33
F: 2.43 -2.37 5.19
C: 2.03 -0.95 3.35
F: 1.35 -1.93 2.72
F: 1.11 -0.27 4.09
C: 2.57 0.04 2.30
O: 2.83 -0.48 1.00
C: 4.05 -1.09 0.76
F: 4.89 -0.89 1.79
F: 4.59 -0.43 -0.29
C: 3.90 -2.56 0.39
F: 3.32 -3.26 1.39
F: 5.12 -3.12 0.17
H: 3.53 -0.75 4.91
H: 1.79 0.78 2.14
H: 3.42 0.62 2.68
H: 3.29 -2.68 -0.51
F: -4.20 2.09 2.98
C: -4.46 3.18 3.72
F: -5.67 3.64 3.33
C: -3.40 4.27 3.52
F: -3.40 4.71 2.24
F: -3.78 5.33 4.29
C: -1.97 3.91 3.94
O: -1.08 3.51 2.90
C: -1.07 2.18 2.52
F: -1.80 1.45 3.38
F: 0.21 1.75 2.66
C: -1.50 1.99 1.07
F: -2.75 2.44 0.88
F: -1.49 0.67 0.73
H: -4.53 2.89 4.77
H: -1.53 4.84 4.32
H: -1.94 3.22 4.78
H: -0.83 2.52 0.39
F: -4.79 7.56 -1.28
C: -4.20 6.37 -1.09
F: -3.09 6.35 -1.87
C: -5.12 5.20 -1.46
F: -5.42 5.23 -2.78
F: -4.41 4.05 -1.26
C: -6.41 5.07 -0.64
O: -7.60 5.59 -1.23
C: -7.89 6.93 -1.07
F: -7.04 7.49 -0.18
F: -9.12 6.99 -0.50
C: -7.92 7.68 -2.40
F: -6.73 7.61 -3.03
F: -8.19 8.99 -2.19
H: -3.88 6.30 -0.05
H: -6.61 4.00 -0.56
H: -6.29 5.41 0.39
H: -8.68 7.26 -3.06
F: -10.07 1.71 3.30
C: -10.89 1.53 4.35
F: -11.77 0.56 4.00
C: -11.65 2.80 4.72
F: -12.46 3.18 3.70
F: -12.47 2.50 5.76
C: -10.80 4.01 5.16
O: -10.53 5.00 4.17
C: -9.44 4.81 3.33
F: -8.70 3.76 3.74
F: -8.65 5.91 3.47
C: -9.86 4.70 1.87
F: -10.68 3.65 1.68
F: -8.77 4.50 1.08
H: -10.30 1.17 5.20
H: -11.39 4.53 5.90
H: -9.89 3.70 5.68
H: -10.37 5.60 1.53
F: 12.21 -6.14 0.92
C: 11.33 -7.13 1.15
F: 12.06 -8.27 1.28
C: 10.33 -7.29 0.01
F: 10.95 -7.64 -1.14
F: 9.51 -8.34 0.33
C: 9.41 -6.09 -0.27
O: 9.78 -5.22 -1.34
C: 10.68 -4.19 -1.05
F: 10.89 -4.12 0.28
F: 10.06 -3.04 -1.40
C: 11.97 -4.33 -1.84
F: 12.60 -5.49 -1.56
F: 12.82 -3.33 -1.52
H: 10.82 -6.94 2.10
H: 8.45 -6.51 -0.59
H: 9.17 -5.53 0.64
H: 11.78 -4.29 -2.92
N: 6.73 -3.37 -2.80
C: 6.91 -2.84 -4.17
C: 5.69 -3.29 -5.07
C: 4.42 -3.19 -4.13
P: 2.84 -3.14 -5.14
C: 2.21 -4.90 -5.15
C: 0.77 -5.11 -4.54
C: 0.90 -5.87 -3.19
I: 1.38 -7.96 -3.69
C: 1.70 -2.03 -4.13
C: 1.26 -0.88 -4.77
C: 0.43 0.04 -4.07
C: 0.11 -0.38 -2.76
C: 0.62 -1.60 -2.28
N: 1.43 -2.48 -2.88
H: 7.59 -3.79 -2.48
H: 6.56 -2.58 -2.19
H: 7.83 -3.20 -4.66
H: 6.84 -1.74 -4.12
H: 5.58 -2.65 -5.97
H: 5.77 -4.35 -5.40
H: 4.54 -2.22 -3.60
H: 4.37 -4.02 -3.41
H: 2.94 -5.51 -4.57
H: 2.21 -5.33 -6.17
H: 0.25 -5.81 -5.23
H: 0.15 -4.20 -4.49
H: -0.03 -5.95 -2.61
H: 1.76 -5.54 -2.58
H: 1.55 -0.68 -5.80
H: 0.07 0.96 -4.55
H: -0.53 0.23 -2.11
H: 0.30 -1.89 -1.26

The LUMO energy comes out at 0.15 eV.

A structure of composition C36H38IrN4OP2S, computed with ωB97M-V/def2-TZVPD.

Element x y z (Å)
Ir: 0.99 0.55 0.79
N: 3.73 -1.92 3.02
C: 3.00 -0.91 2.53
S: 1.40 -1.38 1.76
N: 3.37 0.32 2.62
N: 2.55 1.18 1.91
C: 2.96 2.39 1.76
C: 2.10 3.23 0.96
C: 2.31 4.59 0.79
C: 1.39 5.33 0.07
C: 0.27 4.69 -0.44
C: 0.13 3.33 -0.25
N: 1.04 2.60 0.40
H: 3.34 -2.84 3.12
H: 4.58 -1.70 3.52
H: 3.89 2.73 2.19
H: 3.18 5.06 1.23
H: 1.53 6.39 -0.07
H: -0.49 5.23 -0.98
H: -0.73 2.79 -0.63
C: -2.15 -1.18 -0.54
C: -1.10 -1.17 -1.65
P: 0.39 -0.14 -1.30
C: 0.28 1.24 -2.48
C: 1.46 1.89 -2.84
C: 1.44 3.01 -3.66
C: 0.22 3.49 -4.13
C: -0.96 2.86 -3.79
C: -0.93 1.73 -2.97
C: 1.75 -1.12 -2.06
C: 3.04 -1.05 -1.56
C: 4.08 -1.73 -2.18
C: 3.83 -2.49 -3.31
C: 2.54 -2.56 -3.83
C: 1.51 -1.86 -3.22
P: -2.44 0.49 0.22
C: -1.76 0.22 1.90
C: -1.97 -0.96 2.64
C: -1.46 -1.10 3.91
C: -0.74 -0.07 4.51
C: -0.55 1.11 3.81
C: -1.06 1.25 2.52
C: -4.24 0.50 0.49
C: -4.87 0.43 1.73
C: -6.26 0.49 1.82
C: -7.03 0.61 0.67
C: -6.41 0.68 -0.57
C: -5.03 0.64 -0.65
H: -1.85 -1.87 0.24
H: -3.10 -1.54 -0.94
H: -1.54 -0.83 -2.59
H: -0.75 -2.19 -1.83
H: 2.41 1.52 -2.46
H: 2.36 3.50 -3.93
H: 0.20 4.36 -4.78
H: -1.90 3.23 -4.16
H: -1.87 1.27 -2.69
H: 3.23 -0.46 -0.67
H: 5.08 -1.67 -1.78
H: 4.64 -3.03 -3.80
H: 2.35 -3.13 -4.73
H: 0.52 -1.91 -3.65
H: -2.56 -1.76 2.21
H: -1.64 -2.02 4.46
H: -0.35 -0.18 5.51
H: -0.02 1.94 4.27
H: -0.98 2.21 2.02
H: -4.29 0.34 2.64
H: -6.74 0.44 2.79
H: -8.11 0.65 0.74
H: -7.00 0.78 -1.47
H: -4.55 0.72 -1.63
C: 2.39 -4.88 0.41
C: 1.50 -3.94 1.18
C: 0.03 -4.08 0.84
O: 1.97 -2.60 0.82
H: 2.11 -5.91 0.62
H: 3.44 -4.74 0.68
H: 2.28 -4.70 -0.66
H: 1.64 -4.07 2.26
H: -0.12 -3.90 -0.22
H: -0.57 -3.37 1.41
H: -0.32 -5.08 1.08

Its charge is +1. The LUMO energy (spin up / spin down) comes out at -3.27 / -3.27 eV. The energy above the lowest of the compared OMol25 structures with the same formula, charge and spin comes out at 42.6 kcal/mol.

A structure of composition C36H38MnN6O3S, computed with ωB97M-V/def2-TZVPD.

Element x y z (Å)
Mn: -0.26 -0.05 -0.47
C: 2.79 1.13 -0.88
C: 2.70 1.69 0.54
C: 2.33 0.64 1.56
C: 3.07 0.52 2.73
C: 2.79 -0.50 3.62
C: 1.75 -1.38 3.31
C: 1.03 -1.15 2.16
N: 1.30 -0.17 1.30
N: 1.54 1.24 -1.63
C: 1.20 2.66 -1.86
C: 0.09 3.20 -0.99
C: -0.01 4.56 -0.76
C: -1.14 5.06 -0.14
C: -2.16 4.18 0.18
C: -1.97 2.84 -0.06
N: -0.85 2.34 -0.60
C: 1.63 0.55 -2.92
C: 0.27 0.41 -3.56
C: 0.12 0.34 -4.94
C: -1.15 0.23 -5.47
C: -2.24 0.22 -4.61
C: -2.00 0.27 -3.25
N: -0.77 0.35 -2.73
H: 3.06 0.07 -0.83
H: 3.60 1.65 -1.42
H: 1.97 2.51 0.58
H: 3.66 2.11 0.82
H: 3.87 1.22 2.93
H: 3.36 -0.62 4.53
H: 1.50 -2.20 3.97
H: 0.18 -1.79 1.91
H: 0.84 2.77 -2.88
H: 2.09 3.29 -1.77
H: 0.79 5.23 -1.07
H: -1.24 6.12 0.05
H: -3.09 4.53 0.62
H: -2.75 2.13 0.16
H: 2.04 -0.44 -2.75
H: 2.32 1.08 -3.60
H: 0.99 0.37 -5.59
H: -1.30 0.18 -6.54
H: -3.25 0.17 -4.98
H: -2.82 0.25 -2.54
O: -2.20 4.35 5.68
C: -2.93 3.23 5.56
O: -3.76 2.95 6.37
C: -2.66 2.36 4.36
C: -1.39 2.19 3.83
C: -1.19 1.33 2.77
C: -2.26 0.61 2.23
C: -3.54 0.80 2.75
C: -3.73 1.66 3.82
N: -2.02 -0.26 1.14
C: -2.67 -1.36 1.10
C: -2.55 -2.27 -0.04
C: -3.37 -3.39 -0.14
C: -3.26 -4.20 -1.26
C: -2.32 -3.86 -2.23
C: -1.54 -2.73 -2.04
N: -1.64 -1.95 -0.97
H: -1.61 4.49 4.93
H: -0.54 2.70 4.26
H: -0.20 1.17 2.35
H: -4.39 0.30 2.31
H: -4.72 1.80 4.24
H: -3.34 -1.66 1.91
H: -4.08 -3.61 0.64
H: -3.89 -5.07 -1.38
H: -2.20 -4.46 -3.12
H: -0.80 -2.44 -2.78
O: 1.22 -1.78 -0.98
S: 1.81 -3.04 -1.59
C: 3.63 -2.83 -1.62
C: 4.14 -3.36 -0.28
C: 3.36 -4.64 -0.04
C: 1.89 -4.25 -0.22
H: 3.86 -1.79 -1.81
H: 3.99 -3.43 -2.45
H: 3.93 -2.63 0.51
H: 5.22 -3.53 -0.31
H: 3.54 -5.05 0.95
H: 3.64 -5.39 -0.78
H: 1.51 -3.71 0.65
H: 1.23 -5.09 -0.45

Its multiplicity is 6. Its charge is +2. The LUMO energy (spin up / spin down) comes out at -5.91 / -5.98 eV. The energy above the lowest of the compared OMol25 structures with the same formula, charge and spin comes out at 3.7 kcal/mol.

A structure of composition C36H39BFeO2, computed with ωB97M-V/def2-TZVPD.

Element x y z (Å)
C: -0.07 -1.70 0.22
C: 0.45 -0.44 0.91
C: 0.21 0.86 0.16
C: -0.11 -0.27 2.42
C: -1.42 0.51 2.52
C: -0.35 -1.61 3.11
O: 0.94 0.43 3.05
B: 2.11 0.12 2.27
C: 3.03 1.45 2.03
C: 3.86 1.54 0.91
C: 4.67 2.67 0.73
C: 4.61 3.72 1.65
C: 3.73 3.65 2.73
C: 2.93 2.51 2.91
C: 2.96 -1.19 3.12
C: 4.30 -1.45 2.56
C: 5.40 -0.65 2.92
C: 6.66 -0.90 2.39
C: 6.86 -1.97 1.51
C: 5.77 -2.77 1.14
C: 4.50 -2.50 1.64
O: 1.85 -0.58 1.06
H: -1.16 -1.69 0.19
H: 0.33 -1.74 -0.80
H: 0.28 -2.59 0.77
H: -0.87 1.05 0.06
H: 0.66 1.71 0.69
H: 0.65 0.80 -0.84
H: -2.21 -0.02 1.96
H: -1.72 0.56 3.58
H: -1.33 1.53 2.14
H: -1.30 -2.06 2.76
H: 0.46 -2.33 2.93
H: -0.43 -1.44 4.19
H: 3.92 0.72 0.19
H: 5.35 2.71 -0.12
H: 5.24 4.61 1.51
H: 3.66 4.47 3.45
H: 2.24 2.46 3.75
H: 3.03 -0.77 4.13
H: 2.35 -2.10 3.14
H: 5.24 0.19 3.60
H: 7.50 -0.26 2.68
H: 7.85 -2.18 1.12
H: 5.91 -3.61 0.46
H: 3.63 -3.08 1.32
C: -6.31 -2.18 -2.43
C: -5.97 -1.28 -3.53
C: -4.57 -1.50 -3.87
C: -4.05 -2.53 -2.99
C: -5.12 -2.95 -2.11
Fe: -4.81 -1.00 -1.97
C: -5.26 -0.35 -0.14
C: -5.55 0.66 -1.14
C: -4.36 0.89 -1.90
C: -3.26 0.09 -1.33
C: -1.89 0.06 -1.73
C: -1.37 1.06 -2.62
C: -0.33 0.73 -3.54
C: 0.02 1.61 -4.56
C: -0.61 2.86 -4.66
C: -1.51 3.27 -3.67
C: -1.85 2.41 -2.63
C: -3.88 -0.74 -0.27
H: -7.29 -2.31 -1.99
H: -6.66 -0.62 -4.05
H: -4.04 -1.06 -4.71
H: -3.07 -3.00 -3.08
H: -5.07 -3.77 -1.40
H: -5.95 -0.72 0.62
H: -6.50 1.19 -1.26
H: -4.20 1.61 -2.70
H: -1.40 -0.92 -1.70
H: 0.12 -0.26 -3.47
H: 0.75 1.30 -5.31
H: -0.39 3.52 -5.50
H: -1.98 4.25 -3.73
H: -2.52 2.75 -1.84
H: -3.32 -1.43 0.36

Its multiplicity is 5. The LUMO energy (spin up / spin down) comes out at 0.63 / -2.42 eV. The energy above the lowest of the compared OMol25 structures with the same formula, charge and spin comes out at 4.3 kcal/mol.

An isolated molecule of C36H39N3O6, computed with ωB97M-V/def2-TZVPD.

Element x y z (Å)
C: 5.75 1.21 3.52
O: 5.24 0.66 2.31
C: 5.74 1.19 1.18
O: 6.58 2.06 1.20
C: 5.16 0.57 -0.01
C: 5.50 0.91 -1.27
C: 6.49 1.96 -1.67
N: 4.93 0.25 -2.34
C: 4.16 -0.88 -2.22
C: 3.87 -1.54 -3.52
C: 3.77 -1.29 -0.99
C: 2.96 -2.49 -0.78
O: 2.54 -3.25 -1.63
O: 2.71 -2.68 0.54
C: 1.78 -3.70 0.89
C: 0.42 -3.09 1.20
C: -0.14 -2.35 -0.01
N: -1.55 -2.04 0.13
C: -1.80 -0.99 1.10
C: -3.30 -0.85 1.33
C: -3.99 -0.37 0.04
C: -3.56 1.05 -0.31
C: -3.12 1.43 -1.57
C: -2.79 2.75 -1.84
C: -2.91 3.72 -0.86
C: -3.38 3.36 0.39
C: -3.70 2.04 0.66
C: -5.51 -0.32 0.16
C: -6.24 0.18 -0.92
C: -7.62 0.25 -0.87
C: -8.31 -0.18 0.25
C: -7.59 -0.67 1.33
C: -6.21 -0.74 1.28
C: -3.63 -1.43 -1.02
C: -2.13 -1.66 -1.14
C: 4.07 -0.46 0.24
C: 2.81 0.26 0.68
C: 2.27 0.07 1.95
C: 1.14 0.77 2.36
C: 0.54 1.68 1.51
C: 1.08 1.86 0.24
N: 0.49 2.82 -0.65
O: -0.21 3.68 -0.17
O: 0.75 2.73 -1.84
C: 2.20 1.15 -0.18
H: 6.84 1.10 3.56
H: 5.28 0.66 4.33
H: 5.51 2.27 3.58
H: 5.99 2.70 -2.30
H: 6.90 2.44 -0.80
H: 7.29 1.51 -2.25
H: 5.22 0.52 -3.26
H: 3.28 -2.43 -3.37
H: 4.80 -1.81 -4.02
H: 3.32 -0.85 -4.17
H: 1.71 -4.42 0.06
H: 2.20 -4.20 1.77
H: 0.52 -2.42 2.05
H: -0.27 -3.89 1.47
H: -0.03 -2.99 -0.89
H: 0.45 -1.43 -0.19
H: -1.33 -1.27 2.05
H: -1.37 -0.03 0.78
H: -3.48 -0.16 2.15
H: -3.69 -1.83 1.60
H: -3.03 0.71 -2.37
H: -2.44 3.01 -2.83
H: -2.65 4.74 -1.08
H: -3.49 4.10 1.16
H: -4.09 1.79 1.63
H: -5.72 0.54 -1.79
H: -8.16 0.65 -1.72
H: -9.38 -0.12 0.29
H: -8.11 -1.01 2.21
H: -5.69 -1.13 2.14
H: -4.04 -1.17 -2.00
H: -4.10 -2.37 -0.72
H: -1.95 -2.47 -1.85
H: -1.63 -0.75 -1.53
H: 4.38 -1.13 1.05
H: 2.74 -0.63 2.62
H: 0.73 0.61 3.34
H: -0.33 2.25 1.80
H: 2.58 1.32 -1.17

The LUMO energy comes out at -0.26 eV. The energy above the lowest of the compared OMol25 structures with the same formula, charge and spin comes out at 1.2 kcal/mol.

Number 1: E -6513.9439 Eh. Number 2: E -2873.9507 Eh. Number 3: E -3497.7256 Eh. Number 4: E -2834.0859 Eh. Number 5: E -2010.8896 Eh.